(1)
One molecule with the formula C3H7N3S2, computed with ωB97M-V/def2-TZVPD.

```
! RIJCOSX wB97M-V def2-TZVPD def2/J DEFGRID3
* xyz 0 1
C -0.04 0.14 -1.25
C -0.65 -1.06 -1.03
C 0.59 0.85 -0.10
N -0.92 -1.45 0.25
N 0.70 -0.07 1.12
N -0.48 -0.88 1.41
S 2.42 1.40 -0.49
S -1.68 0.11 2.24
H 0.31 0.45 -2.19
H -0.92 -1.64 -1.83
H 0.08 1.71 0.41
H -1.25 -2.43 0.25
H 1.52 -0.74 0.81
H 1.99 2.66 -0.79
H -1.67 0.94 1.20
*
```

Calculated values
E_LUMO: 0.7 eV
SMILES string: S[C@H]1C=CNN(S)N1
ΔE to the lowest compared entry with this formula, charge and spin: 420.05 kJ/mol

***

(2)
C30H26AuBrF3N3SSb as an isolated structure, computed with ωB97M-V/def2-TZVPD.

```
! RIJCOSX wB97M-V def2-TZVPD def2/J DEFGRID3
* xyz 3 3
Au 0.65 0.29 1.29
C 1.13 0.01 6.84
C 1.82 -0.15 5.52
C 3.16 -0.52 5.42
C 3.76 -0.66 4.17
C 2.98 -0.43 3.06
Br 3.71 -0.57 1.32
N 1.70 -0.08 3.12
C 1.13 0.05 4.34
H 1.85 -0.04 7.66
H 0.40 -0.78 7.00
H 0.63 0.98 6.90
H 3.75 -0.69 6.31
H 4.80 -0.95 4.07
H 0.09 0.33 4.34
C 2.14 3.55 -4.84
C 2.70 2.92 -3.61
C 4.01 2.48 -3.46
C 4.42 1.96 -2.24
N 3.56 1.84 -1.20
C 2.34 2.29 -1.35
S 1.26 2.38 0.03
N 1.90 2.81 -2.53
C 5.81 1.51 -1.99
H 2.69 3.22 -5.71
H 2.24 4.63 -4.75
H 1.08 3.30 -4.96
H 4.69 2.56 -4.29
H 0.94 3.13 -2.58
H 6.42 1.54 -2.89
H 5.81 0.50 -1.59
H 6.26 2.16 -1.24
F -6.86 -0.45 3.03
C -5.70 -0.47 2.40
C -5.62 -1.13 1.19
C -4.41 -1.15 0.53
C -3.29 -0.52 1.10
C -3.41 0.15 2.31
C -4.62 0.18 2.98
Sb -1.50 -0.47 0.08
C -1.27 -2.56 -0.38
C -1.86 -3.51 0.52
C -1.76 -4.85 0.31
C -1.04 -5.27 -0.84
F -0.93 -6.53 -1.06
C -0.42 -4.37 -1.75
C -0.54 -3.04 -1.50
C -1.82 0.35 -1.82
C -1.84 1.74 -1.89
C -2.13 2.38 -3.09
C -2.35 1.61 -4.21
F -2.60 2.22 -5.37
C -2.36 0.23 -4.17
C -2.11 -0.39 -2.96
H -6.50 -1.62 0.78
H -4.35 -1.65 -0.43
H -2.56 0.65 2.76
H -4.75 0.70 3.92
H -2.41 -3.14 1.38
H -2.19 -5.60 0.95
H 0.12 -4.79 -2.59
H -0.08 -2.32 -2.18
H -1.69 2.36 -1.01
H -2.23 3.46 -3.15
H -2.59 -0.33 -5.07
H -2.16 -1.48 -2.93
*
```

Calculated values
E_LUMO (spin up / spin down): -8.4 / -12.4 eV
ΔE to the lowest compared entry with this formula, charge and spin: 56.57 kJ/mol

***

(3)
C5H13NS as an isolated structure, computed with ωB97M-V/def2-TZVPD.

```
! RIJCOSX wB97M-V def2-TZVPD def2/J DEFGRID3
* xyz 1 2
C -2.60 0.49 -1.21
N -2.22 -0.32 -0.08
C -0.48 0.10 0.22
C 0.66 -0.26 -0.83
C 1.98 -0.71 -0.21
S 4.34 0.44 1.52
C -0.06 0.21 1.69
H -3.34 -0.12 -1.72
H -3.10 1.37 -0.76
H -1.76 0.85 -1.80
H -1.18 -0.92 0.04
H -0.69 1.13 -0.06
H 0.31 -1.05 -1.51
H 0.96 0.66 -1.32
H 1.88 -1.49 0.55
H 2.60 -1.05 -1.03
H 2.61 0.03 0.34
H -0.95 0.00 2.29
H 0.65 -0.54 2.04
H 0.38 1.19 1.84
*
```

Calculated values
E_LUMO (spin up / spin down): -7.4 / -5.2 eV
ΔE to the lowest compared entry with this formula, charge and spin: 674.17 kJ/mol

***

(4)
C58H68CrNO4 as an isolated structure, computed with ωB97M-V/def2-TZVPD.

```
! RIJCOSX wB97M-V def2-TZVPD def2/J DEFGRID3
* xyz 0 4
Cr -0.38 0.35 -2.22
C -2.73 -1.95 -2.68
O -1.84 -1.24 -1.84
C -1.70 -1.68 -0.52
C -0.75 -2.67 -0.25
C 0.12 -3.31 -1.30
C 1.55 -2.91 -1.00
C 2.52 -3.83 -0.65
C 3.82 -3.44 -0.35
C 4.14 -2.09 -0.46
C 3.20 -1.14 -0.80
C 3.51 0.33 -1.02
C 2.64 1.24 -0.18
C 2.89 1.29 1.18
C 2.17 2.11 2.04
C 1.18 2.90 1.48
C 0.89 2.89 0.12
C -0.28 3.73 -0.34
C -1.54 3.22 0.31
C -2.38 4.04 1.03
C -3.58 3.57 1.57
C -3.89 2.23 1.38
C -3.09 1.38 0.64
C -3.48 -0.04 0.29
C -2.40 -1.07 0.52
C -2.11 -1.45 1.83
C -1.16 -2.42 2.12
C -0.51 -3.04 1.06
C -0.77 -2.85 3.53
C -1.03 -4.36 3.70
C -1.56 -2.10 4.61
C 0.72 -2.56 3.74
C -1.90 1.87 0.06
O -1.18 1.12 -0.69
C -4.52 4.58 2.22
C -5.64 3.91 3.02
C -3.75 5.50 3.18
C -5.13 5.43 1.09
C 1.63 2.05 -0.72
O 1.32 1.92 -2.09
C 1.55 3.06 -2.91
C 2.41 2.15 3.54
C 2.70 3.59 3.97
C 1.16 1.65 4.27
C 3.59 1.27 3.96
C 1.85 -1.53 -1.00
O 0.94 -0.64 -1.18
C 4.87 -4.45 0.12
C 6.14 -4.32 -0.73
C 4.38 -5.89 0.04
C 5.19 -4.15 1.59
H -2.19 -2.35 -3.54
H -3.50 -1.26 -3.05
H -3.21 -2.78 -2.14
H -0.15 -2.97 -2.30
H 0.02 -4.40 -1.26
H 2.24 -4.87 -0.63
H 5.15 -1.76 -0.26
H 3.36 0.56 -2.08
H 4.55 0.52 -0.76
H 3.66 0.65 1.57
H 0.57 3.53 2.11
H -0.41 3.65 -1.42
H -0.11 4.77 -0.07
H -2.10 5.07 1.15
H -4.80 1.82 1.79
H -3.73 -0.04 -0.78
H -4.36 -0.32 0.86
H -2.64 -0.96 2.62
H 0.23 -3.80 1.24
H -2.08 -4.58 3.56
H -0.74 -4.68 4.70
H -0.46 -4.94 2.98
H -2.63 -2.28 4.50
H -1.36 -1.03 4.56
H -1.26 -2.46 5.59
H 1.35 -3.14 3.06
H 1.01 -2.82 4.76
H 0.93 -1.51 3.58
H -5.22 3.27 3.79
H -6.30 3.33 2.38
H -6.24 4.68 3.51
H -3.21 4.90 3.91
H -4.44 6.15 3.71
H -3.04 6.13 2.65
H -5.67 4.79 0.39
H -4.34 5.94 0.54
H -5.81 6.17 1.49
H 0.63 3.60 -3.12
H 1.98 2.73 -3.86
H 2.26 3.74 -2.43
H 1.86 4.24 3.75
H 3.58 3.97 3.45
H 2.89 3.63 5.04
H 0.30 2.29 4.07
H 1.33 1.62 5.34
H 0.91 0.64 3.93
H 4.50 1.58 3.45
H 3.40 0.23 3.75
H 3.75 1.38 5.03
H 5.92 -4.54 -1.77
H 6.89 -5.02 -0.38
H 6.55 -3.32 -0.67
H 4.08 -6.16 -0.98
H 3.54 -6.06 0.71
H 5.18 -6.56 0.34
H 5.55 -3.13 1.71
H 5.95 -4.84 1.95
H 4.29 -4.26 2.20
N 0.81 -0.29 -3.91
C 0.10 -1.11 -4.84
C 0.59 -2.35 -5.21
C -0.11 -3.15 -6.10
C -1.30 -2.69 -6.63
C -1.78 -1.44 -6.27
C -1.09 -0.62 -5.38
C -1.64 0.70 -4.99
C -2.30 1.42 -5.99
C -2.95 2.60 -5.68
C -2.98 3.03 -4.37
C -2.31 2.32 -3.40
C -1.56 1.16 -3.66
H 1.65 -0.77 -3.59
H 1.07 0.59 -4.36
H 1.53 -2.71 -4.79
H 0.27 -4.12 -6.37
H -1.85 -3.31 -7.31
H -2.73 -1.10 -6.67
H -2.28 1.07 -7.01
H -3.44 3.16 -6.47
H -3.53 3.93 -4.10
H -2.38 2.67 -2.38
*
```

Calculated values
E_LUMO (spin up / spin down): 0.2 / 0.2 eV